[1]
17
Properties=species:S:1:pos:R:3:mulliken_spin:R:1 method="wB97M-V/def2-TZVPD" de_lowest_kcal_mol=68.9 orbital_gap_ev="1.99 / 9.87" multiplicity=2 charge=0 energy_ev=-9322.9598 s2=0.750
C 0.472 0.576 0.296 0.6688
C -0.441 1.458 -0.154 0.0769
N -0.236 2.825 0.063 -0.0070
N 0.372 -0.808 -0.205 -0.5394
H 1.242 0.762 1.024 -0.0071
H -1.136 1.075 -0.889 -0.0762
H -1.131 3.262 0.268 0.0014
H 0.530 3.101 0.656 -0.0012
H -0.261 -1.010 -1.062 0.4288
H 1.206 -1.381 -0.352 -0.1698
H -0.065 -1.304 0.584 -0.0174
H 1.862 -2.477 2.406 -0.2141
H 0.384 -2.765 2.598 -0.1670
O 0.989 -2.074 2.346 0.6660
H -1.908 -1.399 -2.668 -0.0706
H -0.878 -0.349 -3.067 -0.0559
O -1.136 -0.909 -2.300 0.4836


[2]
117
Properties=species:S:1:pos:R:3:mulliken_charge:R:1 method="wB97M-V/def2-TZVPD" smiles=COCCNCCOC.COCCNCCOC.COCCNCCOC.CCO.CO.CO.CO.CO.CO.CO orbital_gap_ev=9.04 charge=0 energy_ev=-59257.6021
C 14.462 -10.937 -15.726 -0.3978
O 14.480 -11.028 -17.141 -0.4861
C 14.763 -12.333 -17.561 -0.0727
C 16.252 -12.662 -17.677 -0.1932
N 16.981 -11.790 -18.623 -0.4330
C 18.387 -11.663 -18.356 -0.7376
C 19.238 -12.854 -18.751 -0.6704
O 18.948 -13.906 -17.843 -0.0034
C 19.813 -15.002 -17.958 -0.8554
H 13.521 -11.337 -15.326 0.0687
H 14.538 -9.899 -15.414 0.3914
H 15.258 -11.534 -15.272 0.1998
H 14.236 -12.529 -18.497 0.4048
H 14.422 -13.152 -16.911 -0.0777
H 16.390 -13.712 -17.941 0.1463
H 16.577 -12.650 -16.626 -0.0417
H 16.575 -10.884 -18.386 0.3340
H 18.694 -11.331 -17.352 0.3565
H 18.810 -10.882 -19.009 0.4466
H 20.276 -12.538 -18.562 0.3785
H 19.187 -13.064 -19.823 0.3754
H 19.666 -15.634 -18.840 0.3147
H 19.656 -15.657 -17.096 0.1871
H 20.864 -14.698 -17.889 0.3459
C 8.627 -14.199 -14.780 -1.0254
O 9.767 -14.181 -15.601 -0.1446
C 9.526 -13.465 -16.801 -0.6775
C 10.454 -14.022 -17.883 0.2082
N 9.667 -14.706 -18.926 -0.5031
C 10.485 -15.255 -20.026 -0.7956
C 11.628 -16.097 -19.503 -0.5380
O 12.708 -15.325 -19.095 -0.2410
C 13.793 -16.097 -18.655 -0.0438
H 7.831 -14.895 -15.088 0.2944
H 8.145 -13.215 -14.751 0.4165
H 8.875 -14.534 -13.771 0.2649
H 9.647 -12.385 -16.646 0.3349
H 8.498 -13.548 -17.172 0.4464
H 11.249 -14.619 -17.445 -0.2019
H 11.040 -13.249 -18.407 0.2711
H 9.033 -14.032 -19.336 0.2770
H 10.860 -14.445 -20.668 0.3234
H 9.789 -15.809 -20.657 0.4099
H 11.902 -16.898 -20.209 0.5415
H 11.218 -16.726 -18.691 0.2600
H 14.067 -16.780 -19.479 0.4750
H 13.540 -16.805 -17.855 -0.0512
H 14.652 -15.479 -18.415 -0.2559
C 14.494 -18.092 -10.362 -0.8067
O 15.677 -18.831 -10.520 -0.4445
C 16.519 -18.408 -11.560 0.3731
C 17.838 -17.784 -11.162 -0.5506
N 18.695 -18.803 -10.577 -0.3267
C 19.814 -18.294 -9.807 -0.6720
C 20.441 -19.412 -8.990 -0.6150
O 19.530 -20.119 -8.155 -0.3667
C 18.780 -19.271 -7.319 -0.6359
H 13.910 -17.991 -11.281 0.2678
H 14.674 -17.054 -10.038 0.3995
H 13.938 -18.488 -9.513 0.3372
H 16.054 -17.686 -12.247 -0.5156
H 16.720 -19.274 -12.201 0.4391
H 17.642 -16.869 -10.580 0.3361
H 18.309 -17.408 -12.078 0.1925
H 18.145 -19.378 -9.943 0.3324
H 19.639 -17.414 -9.168 0.3389
H 20.582 -17.901 -10.488 0.4360
H 21.209 -19.008 -8.318 0.3841
H 20.922 -20.149 -9.629 0.3157
H 18.175 -19.909 -6.673 0.2238
H 18.160 -18.529 -7.822 0.2525
H 19.448 -18.781 -6.593 0.3024
C 12.002 -19.740 -15.825 -0.0733
O 11.190 -19.233 -14.777 -0.5096
H 12.616 -20.587 -15.524 0.2449
H 11.369 -20.081 -16.656 0.2621
H 12.618 -18.923 -16.217 -0.2120
H 11.030 -18.304 -14.949 0.2926
C 15.939 -18.691 -15.255 -0.2712
O 15.646 -18.101 -16.517 -0.4240
H 17.023 -18.874 -15.227 0.4592
H 15.851 -18.091 -14.353 -0.2788
H 15.422 -19.649 -15.199 0.2974
H 16.192 -18.471 -17.211 0.2853
C 17.667 -14.428 -14.909 -0.3117
O 16.740 -13.895 -13.996 -0.5925
H 18.405 -13.633 -15.028 0.3908
H 18.191 -15.342 -14.608 0.1755
H 17.257 -14.578 -15.909 -0.1248
H 15.912 -14.385 -13.971 0.1322
C 12.539 -15.229 -9.518 -0.4571
O 13.778 -14.660 -9.087 -0.4787
H 12.622 -15.646 -10.522 0.0153
H 12.229 -16.022 -8.838 0.3787
H 11.851 -14.384 -9.579 0.2794
H 13.942 -14.833 -8.160 0.2778
C 14.168 -11.850 -11.332 -0.3322
O 14.321 -10.466 -10.999 -0.5595
H 14.993 -12.422 -10.898 0.3499
H 13.264 -12.183 -10.816 0.2328
H 14.142 -12.071 -12.394 -0.0061
H 14.556 -10.431 -10.070 0.3113
C 10.910 -12.013 -13.206 -0.3434
O 10.113 -12.099 -12.028 -0.5528
H 10.280 -11.806 -14.077 0.3270
H 11.597 -11.171 -13.121 0.3678
H 11.453 -12.932 -13.419 -0.0396
H 9.207 -12.251 -12.304 0.2926
C 13.130 -14.983 -13.981 -0.9450
C 13.694 -16.156 -14.769 0.2811
O 14.929 -15.634 -15.283 0.7166
H 13.281 -14.040 -14.511 -0.1790
H 13.543 -14.881 -12.974 0.2401
H 12.054 -15.020 -13.780 0.5328
H 13.050 -16.530 -15.564 -0.2586
H 13.937 -16.920 -14.023 -0.0187
H 15.285 -16.302 -15.886 -0.1975